77
Properties=species:S:1:pos:R:3 method="wB97M-V/def2-TZVPD" energy_ha=-2687.88678 smiles="CP(C)OC(=O)NN=C=S.CCOC(=O)OC.CCOC(=O)OC.CCOC(=O)OC.CCOC(=O)OC" homo_ev=-8.524 orbital_gap_ev=8.12 e_lumo_ev=-0.40
C 2.771 -3.404 1.185
P 2.788 -1.627 1.614
C 3.259 -0.664 0.137
O 1.261 -1.158 2.196
C 0.180 -1.260 1.391
O 0.110 -0.879 0.257
N -0.890 -1.836 2.112
N -2.132 -1.569 1.479
C -2.757 -2.461 0.931
S -3.521 -3.586 0.173
H 2.851 -3.592 0.110
H 3.627 -3.875 1.661
H 1.873 -3.918 1.536
H 2.507 0.106 -0.045
H 4.198 -0.165 0.358
H 3.311 -1.256 -0.778
H -0.753 -2.833 2.257
C -1.441 2.148 0.437
C -0.820 2.047 -0.939
O -1.402 3.011 -1.840
C -0.961 4.257 -1.710
O -0.113 4.647 -0.951
O -1.636 5.020 -2.577
C -1.324 6.414 -2.510
H -2.527 2.063 0.369
H -1.068 1.352 1.077
H -1.206 3.107 0.899
H -1.031 1.077 -1.383
H 0.261 2.173 -0.906
H -0.252 6.576 -2.596
H -1.690 6.838 -1.576
H -1.836 6.877 -3.348
C 2.253 -0.433 6.117
C 1.134 -1.414 5.840
O 1.483 -2.742 6.271
C 1.379 -2.965 7.578
O 1.002 -2.182 8.410
O 1.762 -4.222 7.815
C 1.753 -4.589 9.197
H 3.181 -0.795 5.674
H 2.019 0.544 5.694
H 2.416 -0.313 7.187
H 0.964 -1.486 4.768
H 0.201 -1.100 6.307
H 0.787 -4.377 9.649
H 2.537 -4.057 9.735
H 1.949 -5.657 9.225
C 5.504 -2.316 -6.551
C 6.092 -2.827 -5.254
O 5.090 -2.967 -4.231
C 4.327 -4.054 -4.326
O 4.417 -4.919 -5.157
O 3.435 -4.020 -3.332
C 2.498 -5.101 -3.359
H 4.958 -1.388 -6.380
H 6.298 -2.129 -7.273
H 4.813 -3.042 -6.977
H 6.805 -2.112 -4.848
H 6.607 -3.776 -5.393
H 3.006 -6.062 -3.407
H 1.826 -4.993 -4.209
H 1.929 -5.038 -2.436
C -5.026 3.445 -4.094
C -4.701 4.666 -3.263
O -5.893 5.365 -2.853
C -6.544 4.827 -1.827
O -6.219 3.846 -1.208
O -7.628 5.568 -1.588
C -8.459 5.075 -0.534
H -5.657 3.717 -4.942
H -4.105 2.996 -4.468
H -5.558 2.702 -3.502
H -4.139 5.386 -3.854
H -4.103 4.408 -2.393
H -7.881 4.914 0.373
H -8.939 4.145 -0.835
H -9.212 5.838 -0.364

---

13
Properties=species:S:1:pos:R:3 method="wB97M-V/def2-TZVPD" energy_ha=-592.14043 homo_ev="-8.977 / -8.843" de_lowest_kcal_mol=113.97 orbital_gap_ev="7.82 / 7.92" e_lumo_ev="-1.16 / -0.92"
C -0.386 0.612 -0.286
C 1.038 -0.692 -1.255
C -0.552 -0.642 0.470
C 0.629 -1.551 -0.154
C -0.212 1.954 0.382
F 0.661 -1.094 -2.519
F 0.119 1.849 1.681
F 0.606 2.650 -0.303
F -1.485 2.549 0.235
H -0.501 -0.610 1.539
H -1.545 -1.034 -0.019
H 0.100 -2.528 -0.319
H 1.529 -1.464 0.551

---

86
Properties=species:S:1:pos:R:3 method="wB97M-V/def2-TZVPD" energy_ha=-3202.65256 charge=+1 homo_ev="-9.146 / -9.146" de_lowest_kcal_mol=83.12 orbital_gap_ev="4.63 / 5.67" spin_multiplicity=2 e_lumo_ev="-4.52 / -3.47"
Ru 0.353 -0.139 0.130
C 1.268 -2.206 0.740
C -0.042 -2.720 0.454
C -0.140 -2.808 -0.981
C 1.091 -2.339 -1.509
C 1.981 -1.990 -0.470
C 3.455 -1.695 -0.582
C 3.777 -1.072 -1.943
C 4.222 -3.015 -0.433
C 3.867 -0.729 0.533
C -1.228 -3.343 -1.897
C -2.569 -2.605 -1.666
C -1.403 -4.860 -1.703
C -0.842 -3.154 -3.375
C -0.837 -3.273 1.624
C -0.553 -2.420 2.877
C -2.356 -3.295 1.450
C -0.330 -4.707 1.876
H 1.732 -2.253 1.714
H 1.361 -2.367 -2.547
H 3.626 -1.785 -2.747
H 4.813 -0.746 -1.975
H 3.135 -0.213 -2.115
H 3.912 -3.725 -1.193
H 4.040 -3.463 0.538
H 5.290 -2.846 -0.536
H 3.198 0.135 0.537
H 4.884 -0.380 0.378
H 3.821 -1.206 1.508
H -2.462 -1.833 -0.908
H -3.346 -3.289 -1.338
H -2.920 -2.159 -2.595
H -1.688 -5.114 -0.688
H -0.471 -5.372 -1.936
H -2.177 -5.221 -2.380
H -0.639 -2.110 -3.612
H -1.666 -3.489 -4.001
H 0.030 -3.747 -3.636
H -0.572 -1.353 2.621
H 0.408 -2.656 3.326
H -1.316 -2.598 3.630
H -2.737 -2.282 1.334
H -2.816 -3.731 2.336
H -2.657 -3.893 0.601
H 0.752 -4.722 1.990
H -0.588 -5.359 1.047
H -0.787 -5.098 2.782
N -1.182 0.346 -1.915
N -2.383 1.017 -1.666
C -2.899 1.122 -0.424
N -4.038 1.815 -0.287
S -2.189 0.420 0.916
H -0.546 0.918 -2.473
H -1.348 -0.548 -2.383
H -2.860 1.482 -2.432
H -4.538 2.203 -1.072
H -4.476 1.842 0.617
S 0.433 1.173 7.396
C 0.930 1.523 5.860
S 0.279 0.640 4.492
C 1.233 1.698 3.423
N 1.934 2.546 4.085
N 1.798 2.470 5.414
C 2.587 3.376 6.161
C 3.280 4.355 5.446
C 4.103 5.242 6.109
C 4.245 5.175 7.486
C 3.549 4.210 8.195
C 2.724 3.308 7.543
S 1.220 1.658 1.734
H 3.172 4.399 4.373
H 4.642 5.985 5.542
H 4.902 5.863 7.998
H 3.654 4.142 9.267
H 2.209 2.554 8.115
C 3.900 3.587 -1.945
N 2.596 3.471 -1.330
C 1.971 4.681 -0.845
C 1.956 2.355 -1.322
N 1.378 1.348 -1.364
H 4.574 4.109 -1.266
H 3.827 4.154 -2.877
H 4.306 2.600 -2.157
H 2.665 5.212 -0.190
H 1.077 4.437 -0.276
H 1.702 5.324 -1.688

---

12
Properties=species:S:1:pos:R:3 method="wB97M-V/def2-TZVPD" energy_ha=-951.99284 charge=-1 homo_ev=-2.422 de_lowest_kcal_mol=42.66 orbital_gap_ev=6.16 e_lumo_ev=3.74
C -0.518 -1.705 -0.611
O 0.053 -2.760 -0.742
H -0.121 -0.839 -1.144
H -1.470 0.252 -3.071
H -1.373 -1.657 0.065
C 1.469 0.815 1.619
S -0.104 1.443 2.367
S -1.301 1.646 0.607
H 1.114 0.348 0.710
H 2.168 1.619 1.391
H 1.906 0.183 2.391
H -1.823 0.655 -3.583

---

61
Properties=species:S:1:pos:R:3 method="wB97M-V/def2-TZVPD" energy_ha=-3306.20790 charge=+2 homo_ev="-13.789 / -13.789" orbital_gap_ev="7.31 / 6.92" spin_multiplicity=2 e_lumo_ev="-6.48 / -6.87"
Yb -0.236 0.238 -1.508
C -4.008 -4.507 -0.321
C -2.574 -4.660 0.157
N -1.593 -4.044 -0.743
C -1.385 -2.733 -0.849
S -0.166 -2.278 -2.045
N -2.137 -1.945 -0.098
N -1.756 -0.627 -0.093
C -2.570 0.204 0.478
C -3.890 -0.192 1.038
C -2.081 1.602 0.635
C -2.668 2.475 1.536
C -2.114 3.736 1.713
C -0.994 4.097 0.984
C -0.473 3.180 0.090
N -1.002 1.966 -0.092
H -4.666 -5.103 0.311
H -4.117 -4.864 -1.345
H -4.338 -3.471 -0.275
H -2.310 -5.715 0.208
H -2.434 -4.235 1.150
H -1.036 -4.644 -1.330
H -4.244 -1.099 0.558
H -4.616 0.609 0.908
H -3.802 -0.402 2.108
H -3.532 2.170 2.107
H -2.551 4.425 2.424
H -0.527 5.064 1.100
H 0.397 3.431 -0.507
C -4.578 1.260 -3.948
C -4.087 -0.030 -3.818
C -2.794 -0.198 -3.364
N -2.005 0.830 -3.001
C -2.494 2.077 -3.135
C -3.762 2.332 -3.610
H -5.582 1.432 -4.313
H -4.680 -0.894 -4.080
H -2.361 -1.186 -3.269
H -1.840 2.893 -2.850
H -4.100 3.354 -3.708
S 5.654 -1.562 1.440
C 4.173 -0.846 0.792
C 4.187 0.284 -0.030
C 3.009 0.747 -0.565
N 1.821 0.157 -0.326
C 1.812 -0.906 0.495
C 2.945 -1.450 1.058
C 6.409 -0.106 2.137
C 6.160 0.247 3.454
C 6.776 1.387 3.951
N 7.591 2.160 3.238
C 7.842 1.792 1.984
C 7.285 0.669 1.388
H 5.114 0.790 -0.262
H 3.011 1.607 -1.225
H 0.845 -1.351 0.706
H 2.874 -2.317 1.699
H 5.512 -0.350 4.081
H 6.604 1.692 4.977
H 8.529 2.418 1.426
H 7.553 0.393 0.376

---

109
Properties=species:S:1:pos:R:3 method="wB97M-V/def2-TZVPD" energy_ha=-4620.00322 charge=+1 homo_ev="-9.332 / -9.332" de_lowest_kcal_mol=0.00 orbital_gap_ev="4.96 / 5.28" spin_multiplicity=2 e_lumo_ev="-4.37 / -4.05"
V -0.830 0.008 0.313
N 1.137 -0.206 1.355
C 1.906 0.895 2.003
C 2.270 1.973 1.008
N 1.068 2.668 0.551
C 1.085 3.104 -0.842
C 0.160 2.252 -1.697
N 0.259 0.807 -1.323
H 1.762 -0.616 0.640
H 0.982 -0.918 2.063
H 1.314 1.303 2.824
H 2.814 0.463 2.430
H 2.997 2.651 1.466
H 2.770 1.524 0.145
H 0.826 3.422 1.179
H 0.798 4.153 -0.936
H 2.090 3.004 -1.247
H -0.890 2.544 -1.602
H 0.440 2.353 -2.747
H -0.127 0.278 -2.103
H 1.246 0.481 -1.295
N -3.795 -5.093 -8.095
C -3.490 -4.527 -7.144
C -3.103 -3.820 -5.945
C -3.455 -4.334 -4.699
C -3.079 -3.661 -3.550
C -2.362 -2.472 -3.643
C -2.022 -1.957 -4.889
C -2.385 -2.633 -6.042
C -1.968 -1.739 -2.406
C -2.662 -0.585 -2.113
C -3.816 -0.098 -2.789
C -4.266 0.988 -2.090
C -3.374 1.150 -1.007
N -2.413 0.233 -0.999
C -0.936 -2.311 -1.630
C -0.343 -3.557 -1.852
C 0.511 -3.813 -0.786
C 0.436 -2.709 0.042
N -0.440 -1.782 -0.428
H -4.020 -5.254 -4.640
H -3.352 -4.050 -2.577
H -1.461 -1.034 -4.957
H -2.113 -2.245 -7.013
H -4.254 -0.542 -3.669
H -5.125 1.604 -2.296
H -3.431 1.913 -0.245
H -0.523 -4.186 -2.709
H 1.163 -4.660 -0.648
H 1.000 -2.563 0.947
C -4.279 4.959 2.786
C -4.405 3.679 3.316
C -3.552 2.669 2.907
C -2.564 2.936 1.961
C -2.460 4.212 1.410
C -3.309 5.226 1.831
C -1.647 1.877 1.497
C -1.213 0.770 2.096
C -1.132 0.339 3.489
C -1.034 1.306 4.496
C -0.864 0.926 5.816
C -0.774 -0.421 6.147
C -0.846 -1.387 5.154
C -1.020 -1.009 3.832
H -4.945 5.746 3.113
H -5.173 3.470 4.048
H -3.653 1.671 3.314
H -1.712 4.412 0.650
H -3.217 6.217 1.410
H -1.260 2.075 0.477
H -1.087 2.356 4.237
H -0.790 1.681 6.587
H -0.635 -0.716 7.179
H -0.759 -2.435 5.408
H -1.063 -1.765 3.058
C 3.864 -3.423 -3.715
C 4.088 -2.235 -4.630
C 5.517 -2.143 -5.129
O 3.634 -0.986 -4.048
P 3.946 -0.320 -2.634
S 3.691 1.602 -2.806
S 2.841 -1.259 -1.227
O 5.468 -0.759 -2.451
C 6.321 -0.690 -1.277
C 5.982 0.460 -0.350
C 6.321 -2.036 -0.581
H 4.107 -4.337 -4.260
H 2.827 -3.471 -3.379
H 4.500 -3.364 -2.832
H 3.431 -2.322 -5.497
H 6.236 -2.227 -4.317
H 5.686 -1.198 -5.643
H 5.691 -2.957 -5.836
H 7.307 -0.512 -1.708
H 5.000 0.317 0.105
H 5.982 1.412 -0.878
H 6.731 0.491 0.443
H 5.353 -2.233 -0.121
H 7.092 -2.049 0.192
H 6.537 -2.834 -1.292
N -2.540 -3.567 1.106
C -3.130 -2.391 1.336
O -2.582 -1.292 1.200
C -4.566 -2.422 1.774
I -5.814 -2.801 0.092
H -1.616 -3.610 0.697
H -3.081 -4.415 1.146
H -4.841 -1.446 2.153
H -4.764 -3.199 2.507